Run i
{"formula": "C6H15NO", "method": "ωB97M-V/def2-TZVPD", "symbols": ["C", "C", "C", "O", "N", "H", "H", "H", "H", "H", "H", "H", "C", "C", "C", "H", "H", "H", "H", "H", "H", "H", "H"], "positions_angstrom": [[-1.855, 0.983, 2.147], [-1.647, -0.515, 1.997], [-0.739, 1.933, 1.734], [-0.811, 3.112, 2.000], [0.330, 1.391, 1.093], [-2.714, 1.348, 1.587], [-2.015, 1.240, 3.187], [-1.297, -0.947, 2.944], [1.080, 1.940, 0.708], [0.297, 0.491, 0.639], [-0.944, -0.832, 1.241], [-2.613, -1.009, 1.867], [0.676, -1.139, -1.751], [2.096, -1.735, -1.722], [0.612, 0.310, -2.222], [0.084, -1.753, -2.416], [0.241, -1.283, -0.774], [2.420, -2.028, -0.729], [1.598, 0.749, -2.111], [0.306, 0.422, -3.261], [-0.164, 0.888, -1.698], [2.240, -2.567, -2.404], [2.819, -0.998, -2.057]], "mulliken_charge": [-0.2510, -0.4341, 0.4200, -0.6335, -0.2534, 0.2485, 0.2947, 0.2640, 0.2646, -0.0024, -0.2076, 0.3214, 0.3428, -1.0983, -1.2377, 0.4001, -0.3681, 0.3201, 0.3721, 0.3287, 0.3343, 0.2854, 0.2892], "smiles": "CCC(N)=O.CCC", "lumo_energy_ha": 0.03118, "mol_weight_g_mol": 117.19, "homo_lumo_gap_ev": 10.5, "spin_multiplicity": 1, "charge": 0}

Run ii
{"formula": "C6H15NO", "method": "ωB97M-V/def2-TZVPD", "symbols": ["C", "C", "C", "C", "C", "C", "N", "H", "H", "H", "H", "H", "H", "H", "H", "H", "H", "H", "H", "H", "H", "H", "O"], "positions_angstrom": [[-0.748, -0.908, 1.960], [-1.071, -0.551, 0.505], [0.209, -0.368, -0.367], [0.174, 0.955, -1.110], [0.338, 2.093, -0.449], [-0.202, 0.888, -2.559], [-1.942, -1.551, -0.136], [-1.492, -0.520, 2.650], [-0.619, -1.983, 2.104], [0.241, -0.543, 2.258], [-1.594, 0.402, 0.489], [1.104, -0.535, 0.228], [0.209, -1.190, -1.078], [0.674, 2.151, 0.583], [0.285, 3.082, -0.898], [0.312, 0.092, -3.100], [0.005, 1.833, -3.062], [-1.263, 0.637, -2.617], [-2.740, -1.703, 0.478], [-1.438, -2.440, -0.104], [2.984, 0.361, 0.677], [3.427, 0.096, 2.187], [3.147, -0.297, 1.362]], "mulliken_charge": [-1.3522, 0.2453, -0.7966, 0.8237, -1.0355, -1.3099, -0.7488, 0.3503, 0.3528, 0.3239, 0.4037, 0.2328, 0.3844, 0.2802, 0.3022, 0.3241, 0.3893, 0.2980, 0.2583, 0.2720, 0.3424, 0.3092, -0.6496], "smiles": "C=C(C)C[C@H](C)N.O", "lumo_energy_ha": 0.03030, "mol_weight_g_mol": 117.19, "homo_lumo_gap_ev": 9.9, "spin_multiplicity": 1, "charge": 0}

Most stable: run i. Least stable: run ii.